ORCA calculation (the ωB97M-V functional and the def2-TZVPD basis) on a cluster of 2 separate species, C5H9NO in total.

Last column: Löwdin charge in e.
Element x y z (Å)
C1 -0.86522 0.42879 1.20376  -0.01
C2 0.06747 -0.28349 0.57199  -0.39
C3 1.52388 -0.13751 0.92916  -0.06
C4 -0.29546 -1.20783 -0.57519  -0.17
N1 -0.12820 -0.41550 -1.81116  0.09
C5 0.48878 0.63320 -1.71321  -0.39
O1 1.07474 1.64577 -1.70006  0.18
H1 -1.90722 0.13528 1.19247  0.05
H2 -0.62803 1.35391 1.72479  0.08
H3 1.68025 -0.78414 1.80086  0.09
H4 1.77454 0.88646 1.22230  0.09
H5 2.21984 -0.46105 0.14902  0.08
H6 0.36147 -2.07573 -0.67919  0.12
H7 -1.32655 -1.56492 -0.50836  0.11
H8 -2.10058 1.06468 -0.57091  0.06
H9 -1.93971 0.78207 -1.23627  0.07

Summary:
energy relative to the best compared isomer or geometry (same formula, charge and spin) = 66.0 kcal/mol
calculated total energy = -8866.350 eV
HOMO-LUMO gap = 10.359 eV
LUMO = 0.032 Ha